Entry 1:
This record from the OMol25 dataset describes a cluster of 2 separate species, C5H11N3O2 in total at a distorted geometry. The level of theory is the ωB97M-V functional and the def2-TZVPD basis.

Geometry as ORCA input:
```
! wB97M-V def2-TZVPD RIJCOSX def2/J DEFGRID3
* xyz 0 1
H -2.49954 3.97741 -1.38793
N -0.19424 -2.09783 2.02047
N 0.52071 -2.17770 -0.85139
H 1.97166 1.67968 -0.17194
C -0.07156 -0.02593 0.49380
C -0.77959 1.22109 0.29214
O 1.23399 0.06847 0.92001
H -1.74098 3.13547 -2.41709
H -1.88189 -1.07531 1.28179
H 0.87854 -1.90688 -1.76118
H 3.15085 0.44823 0.37687
H -0.45274 -1.84464 2.96843
H 2.05617 0.08710 -0.99548
C -0.82540 -1.24287 1.07495
C 2.14446 0.60215 -0.02807
H 0.81958 -2.06253 1.96556
C -0.45545 -1.26944 -0.36354
H -1.28101 -1.10131 -1.05696
O -2.51680 3.69685 -2.31334
H 1.30604 -2.31807 -0.22409
N -1.38279 2.20608 0.17700
*
```

E_LUMO ... 0.51 eV
SMILES ... CO[C@]1(C#N)[C@H](N)[C@@H]1N.O
Maximum force ... 1.243 eV/A
Kohn-Sham gap ... 0.3558 Eh
Energy above the lowest of the compared OMol25 structures with the same formula, charge and spin ... 275.2 kJ/mol
HOMO level ... -0.33701 Eh

Results of the Löwdin charge analysis, in e, for atoms 1 through 2:
1. H 0.01
2. N 0.08


Entry 2:
This record from the OMol25 dataset describes the molecule C8H14Si2 at a distorted geometry. The level of theory is the ωB97M-V functional and the def2-TZVPD basis.

Geometry as ORCA input:
```
! wB97M-V def2-TZVPD RIJCOSX def2/J DEFGRID3
* xyz 0 1
C -0.91364 -1.25277 0.23455
H 1.92244 0.25140 2.50466
C -0.42252 1.51694 -2.33376
H -0.37696 -2.95610 -0.92506
C -1.03730 0.56362 -1.56288
C -0.32967 -0.18487 -0.61222
H 2.74868 1.29098 -1.30656
H 1.29778 2.53666 -2.80230
H -0.86006 2.08014 -3.10668
Si -1.11672 -0.44497 2.03076
C -0.18832 -2.66898 0.11258
H -2.14625 0.46936 -1.55392
H 0.68955 1.87390 3.46721
C 0.92176 1.76713 -2.20079
C 1.66884 0.97856 -1.36954
H -1.73378 -1.32412 2.92452
C 1.07565 0.02649 -0.58223
H 1.46639 -0.74288 0.19384
H 0.77768 -2.40910 0.42093
H -2.29932 0.70037 1.93556
H 0.60715 1.75168 1.20900
Si 0.68597 0.96180 2.36899
H -0.49418 -3.37032 0.94220
H -1.94318 -1.41492 0.01113
*
```

E_LUMO ... 0.80 eV
SMILES ... C[C@@H]([SiH2][SiH3])c1ccccc1
Maximum force ... 3.479 eV/A
Kohn-Sham gap ... 0.3512 Eh
Energy above the lowest of the compared OMol25 structures with the same formula, charge and spin ... 0.0 kJ/mol
HOMO level ... -0.32189 Eh

Results of the Löwdin charge analysis, in e, for atoms 1 through 2:
1. C -0.46
2. H -0.12